This record from the Open Molecules 2025 dataset describes C25H20NO8S2Sn as an isolated structure in a non-equilibrium geometry. The level of theory is ωB97M-V/def2-TZVPD.

```
57
Properties=species:S:1:pos:R:3:forces:R:3:lowdin_charge:R:1
Sn -1.8979 0.2575 0.1247 0.2 -0.5 0.6 1.357
O -3.3334 0.7917 6.5049 -0.2 -0.1 0.0 0.070
C -3.0692 0.6838 5.1780 -0.1 0.0 -0.2 -0.290
C -3.9980 0.2104 4.2535 0.0 0.1 -0.1 0.064
C -3.6191 0.1329 2.9226 -0.3 -0.3 0.0 -0.159
N -2.3994 0.4621 2.4945 -0.3 0.0 0.2 0.062
C -1.5279 0.9438 3.3793 0.4 0.2 0.5 -0.146
C -1.8171 1.0807 4.7370 0.2 0.0 -0.5 0.076
C -0.1548 1.3443 2.8125 -0.3 -0.2 0.2 -0.581
O 0.6968 1.7433 3.5990 -0.2 -0.1 -0.6 0.046
O -0.1072 1.1931 1.5407 0.3 0.0 0.0 -0.177
C -4.6097 -0.3590 1.8471 0.3 0.1 0.7 -0.600
O -5.7282 -0.6992 2.2331 0.6 0.2 -0.6 0.030
O -4.0993 -0.3241 0.6793 0.0 -0.3 -0.5 -0.169
H -4.2441 0.5132 6.6647 0.1 0.0 0.0 0.110
H -5.0103 -0.0886 4.5240 0.2 0.0 -0.1 0.127
H -1.0813 1.4788 5.4300 0.0 -0.1 -0.3 0.133
O 0.7799 0.0288 -0.5997 0.1 -0.2 -0.1 -0.095
C 1.2479 -1.3242 -0.6240 0.2 0.7 -0.2 -0.329
C 0.0801 -2.3350 -0.4802 -0.4 0.9 0.4 -0.587
O 0.3462 -3.4806 -0.7788 -0.6 -0.3 0.1 0.084
O -1.0456 -1.8688 0.0047 0.2 0.1 -0.1 -0.174
C 2.2508 -1.5383 0.5084 0.1 -0.1 0.1 -0.141
C 1.9486 -2.3621 1.5856 0.2 0.1 -0.1 -0.005
C 2.8710 -2.5598 2.6027 0.1 -0.1 0.0 -0.076
C 4.1103 -1.9479 2.5528 0.0 0.4 -0.2 -0.096
C 4.4088 -1.0821 1.4993 -0.1 -0.2 0.1 -0.080
C 3.4880 -0.8825 0.4861 -0.4 -0.1 -0.1 -0.023
C 1.8621 -1.5488 -2.0066 -0.2 -0.1 0.1 -0.134
C 1.3373 -0.8614 -3.1011 0.3 -0.3 0.4 -0.011
C 1.7942 -1.1409 -4.3766 0.0 0.1 -0.2 -0.088
C 2.7844 -2.0931 -4.5683 0.2 0.0 0.3 -0.106
C 3.3109 -2.7804 -3.4766 0.0 -0.1 -0.3 -0.083
C 2.8315 -2.5282 -2.2037 -0.1 0.2 0.1 -0.027
H 0.8654 0.4077 0.2958 0.0 0.0 0.1 0.049
H 1.0048 -2.8823 1.6128 -0.1 0.0 0.1 0.116
H 2.6183 -3.2118 3.4265 0.0 0.0 0.1 0.099
H 4.8341 -2.1021 3.3377 0.1 -0.1 0.1 0.092
H 5.3568 -0.5648 1.4713 0.1 0.0 0.0 0.095
H 3.7025 -0.2225 -0.3484 0.1 0.0 0.1 0.126
H 0.5593 -0.1398 -2.9306 -0.2 0.2 0.0 0.100
H 1.3773 -0.6063 -5.2262 0.0 -0.1 0.1 0.097
H 3.1658 -2.2939 -5.5552 0.0 0.0 -0.2 0.088
H 4.0800 -3.5355 -3.6254 -0.1 0.1 0.0 0.098
H 3.1980 -3.0907 -1.3534 0.0 0.0 -0.1 0.123
C -1.3017 4.5851 -2.3860 -0.2 -0.2 0.1 -0.136
C -2.0144 3.2801 -2.0546 0.3 0.2 -0.6 -0.819
S -2.6158 3.0578 -0.5552 -0.3 -0.2 0.3 0.712
C -2.0693 2.2461 -3.0977 0.4 0.7 0.0 -0.839
C -1.3751 2.5426 -4.4154 0.0 0.2 0.2 -0.138
S -2.7564 0.7994 -2.8363 -0.3 -0.6 0.3 0.721
H -1.3492 5.2895 -1.5534 -0.1 -0.2 -0.1 0.062
H -1.8129 5.0330 -3.2424 0.2 0.1 0.0 0.077
H -0.2501 4.4395 -2.6445 -0.1 -0.1 -0.1 0.080
H -1.8687 3.4082 -4.8698 0.2 0.0 0.0 0.079
H -1.4378 1.7156 -5.1136 -0.1 -0.2 0.1 0.059
H -0.3167 2.7853 -4.2853 -0.1 0.1 0.1 0.079
```
Forces are in eV/Å.

Properties
LUMO energy (spin up / spin down): 0.57 / 0.57 eV
ΔE to the lowest compared entry with this formula, charge and spin: 6.4 kcal per mole
gap between HOMO and LUMO (spin up / spin down): 0.2188 / 0.2188 hartree
total charge: -1